Density functional theory data (wB97M-V/def2-TZVPD) for a cluster of 12 separate species, C72H180N12O24 in total in a non-equilibrium geometry.

Values from the calculation:
Energy ... -5313.0842 hartree
Charge ... -1
F_max ... 3.47 eV/A
Frontier orbital gap (alpha / beta) ... 1.03 / 8.01 eV
Energy above the lowest of the compared OMol25 structures with the same formula, charge and spin ... 6.928 eV
Spin multiplicity ... 2

Positions of all 288 atoms, in Å:
C -2.48582 -3.86612 -0.52968
O -2.09131 -2.48458 -0.54328
C -3.08496 -1.55736 -0.07637
C -2.70882 -0.05212 -0.63940
N -1.35215 0.20649 -0.26895
C -0.91921 1.45555 -0.92983
C 0.58099 1.71630 -0.59234
O 0.92463 3.00187 -0.92022
C 2.30541 3.25757 -0.57371
H -2.55149 -4.24453 0.49041
H -1.71504 -4.41106 -1.07469
H -3.45877 -4.04309 -0.98810
H -3.24456 -1.54308 1.00179
H -4.07606 -1.89091 -0.38383
H -3.46269 0.68240 -0.35608
H -2.73244 0.07386 -1.72184
H -0.82110 -0.60594 -0.54828
H -1.54943 2.31058 -0.68515
H -1.06488 1.39141 -2.00816
H 1.15089 1.05324 -1.24323
H 0.82707 1.44781 0.43501
H 3.02057 2.44340 -0.69103
H 2.35934 3.50114 0.48736
H 2.70682 4.15202 -1.05008
C -7.13283 -3.51953 -1.59419
O -7.81140 -2.23318 -1.54090
C -8.04890 -1.70418 -0.27411
C -8.93401 -0.40886 -0.43857
N -10.18084 -0.59328 -1.16962
C -10.91533 -1.63729 -0.56900
C -11.77467 -1.30423 0.58507
O -11.12968 -1.35093 1.93629
C -11.85877 -0.64292 2.87325
H -7.54205 -4.10383 -2.41834
H -7.41384 -4.03778 -0.67737
H -6.05788 -3.41134 -1.73876
H -7.16172 -1.39808 0.28025
H -8.58380 -2.43997 0.32637
H -8.44708 0.43995 -0.91868
H -9.16545 -0.00905 0.54869
H -10.22592 -0.46235 -2.17008
H -10.36686 -2.54493 -0.31706
H -11.67481 -1.96880 -1.27708
H -12.68571 -1.89565 0.67632
H -12.22187 -0.31473 0.49020
H -12.01875 0.41948 2.68944
H -11.63066 -0.71979 3.93633
H -12.80225 -1.18635 2.92453
C 10.04199 6.14285 4.40044
O 9.09055 5.07433 4.53868
C 8.07831 5.06862 3.49272
C 7.33516 3.80297 3.76675
N 6.39558 3.36737 2.79567
C 5.95722 1.99093 2.96768
C 4.89389 1.67879 1.91185
O 4.85736 0.24604 1.81685
C 4.07371 -0.26441 0.82039
H 10.60421 6.26433 5.32632
H 9.37157 6.99648 4.30062
H 10.72816 5.95612 3.57437
H 8.42511 4.96773 2.46429
H 7.45361 5.96112 3.52868
H 6.75094 4.05634 4.65139
H 8.01849 2.97278 3.94548
H 5.52226 3.86871 2.87370
H 5.55302 1.80649 3.96303
H 6.81924 1.35763 2.75801
H 5.18480 2.07446 0.93875
H 3.94122 2.18469 2.06864
H 4.71947 -0.30837 -0.05663
H 3.19615 0.28043 0.47233
H 3.92834 -1.30562 1.10824
C 3.48829 -12.80747 -1.25771
O 3.00703 -12.61066 0.04609
C 2.35641 -11.37272 0.12490
C 1.69775 -11.37112 1.44896
N 0.77067 -10.27895 1.62001
C 1.23142 -8.95971 1.55125
C 0.00631 -7.96027 1.62318
O -0.44326 -7.64514 2.94120
C -1.73493 -7.13353 2.97141
H 4.39975 -13.40425 -1.29219
H 3.78281 -11.99681 -1.92419
H 2.72876 -13.39772 -1.77036
H 1.61531 -11.30039 -0.67111
H 3.07625 -10.56661 -0.01691
H 2.40893 -11.58654 2.24640
H 0.97474 -12.18511 1.50149
H 0.35066 -10.50092 2.51131
H 1.89059 -8.75784 0.70694
H 1.83105 -8.69846 2.42319
H -0.78223 -8.36518 0.98888
H 0.11590 -6.98433 1.15026
H -1.88014 -6.32925 2.25019
H -1.88653 -6.61511 3.91817
H -2.37218 -7.98078 2.71804
C -0.99869 -9.95656 -4.04988
O -1.69609 -8.71012 -3.84215
C -2.26644 -8.64181 -2.53594
C -2.78686 -7.14175 -2.50276
N -4.03976 -6.90850 -3.17098
C -5.21347 -7.70119 -2.70349
C -5.58197 -7.73407 -1.24877
O -4.53400 -8.27572 -0.48169
C -4.79876 -8.43722 0.91803
H -0.04549 -10.07455 -3.53453
H -0.77252 -10.07389 -5.10968
H -1.71386 -10.72314 -3.75160
H -1.59833 -8.82960 -1.69542
H -3.01635 -9.42789 -2.44757
H -2.03831 -6.54061 -3.01890
H -2.74356 -6.80419 -1.46725
H -3.87433 -7.16079 -4.13487
H -5.25347 -8.73806 -3.03727
H -6.03968 -7.25693 -3.25857
H -6.47843 -8.35279 -1.20826
H -6.02432 -6.78440 -0.94785
H -4.52902 -7.52049 1.44240
H -4.13697 -9.24066 1.24147
H -5.79010 -8.79385 1.19764
C -4.66538 3.60701 2.87609
O -3.41730 3.38674 3.57499
C -2.25780 3.42801 2.77080
C -1.09311 2.75613 3.40974
N -1.47658 1.47715 4.11452
C -1.56232 0.37388 3.23942
C -2.02316 -0.98313 3.88401
O -3.30397 -0.98149 4.62013
C -3.47094 -1.93539 5.75155
H -5.55688 3.31062 3.42881
H -4.76005 3.00191 1.97443
H -4.72300 4.64274 2.54139
H -2.04268 4.45428 2.47316
H -2.48029 2.94863 1.81750
H -0.75187 3.40278 4.21814
H -0.27937 2.71384 2.68576
H -2.43992 1.45527 4.41717
H -0.66982 0.29269 2.61899
H -2.35476 0.67760 2.55540
H -1.26725 -1.33562 4.58576
H -2.05041 -1.72521 3.08609
H -3.34084 -2.96202 5.40924
H -4.50125 -1.85344 6.09774
H -2.68792 -1.73410 6.48263
C -5.57526 -2.84904 2.73396
O -6.73122 -3.61081 3.04587
C -6.89531 -4.80950 2.33554
C -8.28075 -5.51440 2.66234
N -9.35335 -4.95054 1.77635
C -10.62578 -5.51225 2.26457
C -11.18233 -4.97552 3.66292
O -12.24875 -5.80453 4.09394
C -12.64950 -5.62714 5.49177
H -5.55111 -2.26514 1.81387
H -4.77494 -3.58886 2.71816
H -5.45761 -2.21252 3.61093
H -6.06974 -5.45473 2.63592
H -6.82936 -4.51166 1.28911
H -8.47711 -5.37903 3.72591
H -8.22334 -6.57384 2.41256
H -9.41049 -3.95769 1.95264
H -10.46903 -6.58716 2.35460
H -11.43085 -5.27544 1.56894
H -11.48085 -3.93394 3.54418
H -10.39105 -5.04440 4.40940
H -13.14874 -4.73366 5.86666
H -11.78283 -5.85925 6.11072
H -13.40477 -6.38715 5.69188
C 4.18249 7.11088 -6.22681
O 3.19744 6.67151 -5.34070
C 1.92024 6.69210 -5.97748
C 1.08055 5.56019 -5.21869
N 0.61852 6.04233 -3.93739
C 0.14929 5.03922 -3.02679
C -0.94046 4.06463 -3.56848
O -0.47147 3.20473 -4.64620
C -1.44145 2.73160 -5.53934
H 5.17019 7.09082 -5.76622
H 3.95793 8.10806 -6.60534
H 4.15102 6.44322 -7.08782
H 1.92375 6.36001 -7.01565
H 1.34877 7.61883 -5.92547
H 1.69683 4.66122 -5.20742
H 0.30876 5.14834 -5.86895
H 1.50987 6.32636 -3.55672
H 0.10339 5.51704 -2.04817
H 0.99184 4.35920 -2.90115
H -1.72351 4.73340 -3.92583
H -1.34075 3.45009 -2.76213
H -1.96797 3.52055 -6.07642
H -2.14843 2.10792 -4.99225
H -0.84855 2.17183 -6.26267
C 6.81852 3.83277 -0.79713
O 7.62225 2.89765 -1.44596
C 7.39544 1.53973 -1.09128
C 8.37050 0.59725 -1.85335
N 9.70129 1.16280 -1.73416
C 10.48513 0.43093 -2.69805
C 11.64231 1.31921 -3.04827
O 11.20513 2.50434 -3.73038
C 12.25613 3.01646 -4.51102
H 7.23290 4.13271 0.16538
H 5.83689 3.42358 -0.55824
H 6.67379 4.72404 -1.40770
H 6.41475 1.11862 -1.31265
H 7.66508 1.26465 -0.07161
H 8.11785 0.46349 -2.90520
H 8.30573 -0.38581 -1.38699
H 9.82558 0.66071 -0.86667
H 9.95419 0.06846 -3.57828
H 11.03439 -0.46441 -2.40691
H 12.23456 0.64545 -3.66747
H 12.32091 1.53385 -2.22272
H 11.91984 3.77668 -5.21605
H 12.84302 2.36955 -5.16308
H 12.97165 3.58173 -3.91385
C -2.52203 -2.92800 -3.85007
O -2.43712 -2.70940 -5.21534
C -1.84500 -3.71797 -5.96742
C -0.32917 -3.78649 -5.48709
N 0.40548 -2.54228 -5.75762
C 1.72873 -2.39290 -5.11879
C 1.79316 -2.05131 -3.65560
O 1.37560 -0.76282 -3.43214
C 2.27545 0.28555 -3.86797
H -3.33208 -2.43993 -3.30813
H -1.63750 -2.62098 -3.29198
H -2.70172 -3.98427 -3.64978
H -1.99727 -3.30276 -6.96367
H -2.32501 -4.69570 -5.92554
H 0.15694 -4.57608 -6.06009
H -0.22533 -3.99027 -4.42135
H -0.20399 -1.75532 -5.92888
H 2.23158 -1.61941 -5.69926
H 2.22184 -3.35013 -5.28811
H 2.80594 -2.17089 -3.27075
H 1.15191 -2.70737 -3.06696
H 2.57587 0.83966 -2.97869
H 1.84929 1.07814 -4.48301
H 3.22212 -0.05339 -4.28872
C -3.23686 6.04928 5.93857
O -2.05423 6.54692 5.35373
C -1.04532 6.79241 6.22402
C 0.06738 7.35059 5.36070
N 0.37651 6.46652 4.25793
C 1.16022 7.04610 3.15151
C 1.11253 6.12182 1.94575
O 2.07632 6.45513 0.97514
C 1.83711 7.77053 0.30795
H -3.17579 5.27285 6.70114
H -3.89800 5.62826 5.18112
H -3.61363 6.87050 6.54828
H -0.79223 5.83971 6.68921
H -1.29573 7.57240 6.94306
H 0.95929 7.42449 5.98289
H -0.20057 8.27216 4.84394
H -0.54455 6.11324 4.04128
H 2.18896 6.98929 3.50727
H 0.77904 8.06693 3.12478
H 0.11255 6.11100 1.51214
H 1.29355 5.06093 2.11853
H 1.41744 8.48104 1.02009
H 1.16811 7.73675 -0.55192
H 2.75671 8.25606 -0.01870
C 4.79030 6.97928 -1.91998
O 5.27376 7.97698 -1.00890
C 6.12601 7.65326 0.01343
C 6.88568 8.94374 0.39491
N 7.82570 8.54434 1.41226
C 8.80631 9.65234 1.63334
C 9.98293 9.48787 0.66600
O 9.62881 10.16219 -0.52955
C 10.63050 9.97312 -1.49700
H 5.48295 6.88742 -2.75657
H 3.83916 7.38191 -2.26828
H 4.67595 5.99800 -1.45940
H 6.80616 6.98900 -0.51971
H 5.64335 7.33012 0.93578
H 6.23531 9.70984 0.81703
H 7.43841 9.32488 -0.46376
H 8.14802 7.62543 1.14432
H 9.01455 9.70599 2.70192
H 8.29214 10.53138 1.24472
H 10.46747 8.51346 0.60398
H 10.76182 10.13105 1.07557
H 11.58904 9.56592 -1.17530
H 10.63798 10.84578 -2.15009
H 10.30116 9.22658 -2.21971